# 1
A molecular structure, C24H31F4IrN8O6 in a non-equilibrium geometry. Source: the OMol25 dataset; level of theory: ωB97M-V with the def2-TZVPD basis set.

Each line ends with the Mulliken spin population.
Positions of all 74 atoms, in Å:
Ir (0.126, -0.524, 0.160)  2.509
O (-1.818, 0.725, -3.737)  0.339
C (-1.616, 0.268, -2.645)  0.055
O (-0.586, -0.061, -2.056)  0.218
C (-3.006, 0.040, -1.791)  0.076
C (-2.991, -1.260, -0.981)  0.049
C (-4.464, -1.551, -0.625)  0.008
C (-4.719, -0.481, 0.454)  0.009
C (-3.335, 0.203, 0.529)  0.021
O (-2.446, -0.881, 0.281)  0.185
C (-3.180, 1.075, -0.719)  0.045
C (-1.845, 2.051, -0.542)  0.078
O (-1.987, 3.119, -1.073)  0.184
O (-0.942, 1.563, 0.142)  0.225
H (-3.770, 0.059, -2.567)  0.002
H (-2.419, -2.082, -1.402)  0.007
H (-4.564, -2.558, -0.223)  0.005
H (-5.120, -1.457, -1.486)  0.001
H (-4.981, -0.926, 1.415)  0.004
H (-5.505, 0.215, 0.173)  0.002
H (-3.103, 0.704, 1.468)  0.002
H (-3.988, 1.779, -0.902)  -0.005
C (-2.565, -0.227, 5.230)  0.001
N (-1.646, 0.087, 4.166)  0.006
C (-0.799, 1.259, 4.129)  -0.003
C (0.047, 0.994, 2.880)  -0.013
O (0.955, 1.653, 2.445)  0.023
N (-0.389, -0.188, 2.347)  0.272
C (-1.345, -0.697, 3.125)  -0.017
N (-1.877, -1.896, 2.896)  0.003
H (-2.745, 0.676, 5.805)  0.000
H (-2.161, -0.998, 5.890)  0.000
H (-3.519, -0.572, 4.830)  0.000
H (-0.173, 1.349, 5.020)  0.000
H (-1.376, 2.180, 4.002)  0.000
H (-1.685, -2.297, 1.987)  0.000
H (-2.686, -2.211, 3.403)  0.000
F (2.754, -6.010, 4.197)  0.000
C (3.382, -4.831, 4.250)  0.000
F (4.670, -5.052, 3.953)  0.000
F (3.330, -4.413, 5.520)  0.000
C (2.771, -3.825, 3.301)  -0.002
C (2.137, -4.257, 2.147)  0.007
C (1.596, -3.302, 1.300)  0.003
N (1.644, -2.002, 1.555)  0.151
C (2.255, -1.589, 2.662)  -0.024
C (2.846, -2.462, 3.564)  -0.001
H (2.061, -5.304, 1.907)  0.000
H (1.109, -3.598, 0.384)  0.017
H (2.269, -0.523, 2.842)  -0.003
H (3.346, -2.092, 4.446)  0.000
F (-0.032, -2.390, -0.763)  0.237
C (3.106, 0.909, 0.245)  -0.016
N (2.193, 0.275, -0.729)  0.262
C (2.890, -0.880, -1.340)  0.015
N (4.122, -0.465, -1.974)  0.012
C (4.992, 0.154, -0.983)  0.002
N (4.337, 1.317, -0.399)  0.015
C (4.047, 2.277, -1.457)  0.001
N (3.169, 1.658, -2.436)  0.013
C (1.932, 1.263, -1.804)  -0.011
C (3.821, 0.500, -3.024)  0.004
H (3.348, 0.192, 1.032)  0.000
H (2.611, 1.775, 0.693)  0.006
H (2.233, -1.336, -2.085)  -0.008
H (3.119, -1.613, -0.562)  0.006
H (5.928, 0.459, -1.454)  0.001
H (5.218, -0.573, -0.198)  -0.001
H (4.980, 2.576, -1.938)  0.001
H (3.562, 3.159, -1.033)  -0.001
H (1.266, 0.814, -2.546)  0.026
H (1.443, 2.139, -1.371)  -0.006
H (4.744, 0.807, -3.520)  0.000
H (3.161, 0.038, -3.762)  0.000

Properties
Multiplicity = 6
HOMO (spin up / spin down) = -0.4087 / -0.4072 Ha
Expectation value of S² = 8.76
Total charge = +1
Orbital gap (spin up / spin down) = 0.30574 / 0.17927 Eh
Calculated total energy = -2326.11696 a.u.
E_LUMO (spin up / spin down) = -0.1030 / -0.2279 Ha
Relative energy (zero: lowest compared OMol25 entry of this formula, charge and spin) = 23.8 kcal/mol

***

# 2
7 unconnected molecules or ions with the total composition C44H100F4N7O10S4 in a non-equilibrium geometry. Source: the OMol25 dataset; level of theory: ωB97M-V with the def2-TZVPD basis set.

Each line ends with the Löwdin charge.
Positions of all 169 atoms, in Å:
C (7.229, -19.155, 6.585)  -0.043
C (8.715, -19.461, 7.053)  -0.114
N (8.745, -19.855, 8.556)  -0.221
C (10.227, -20.027, 8.963)  0.037
C (8.131, -18.725, 9.492)  -0.120
C (8.457, -17.212, 9.130)  -0.046
C (7.931, -21.138, 8.835)  -0.064
C (8.321, -22.367, 7.974)  -0.191
O (9.687, -22.448, 7.659)  -0.217
C (9.896, -23.504, 6.742)  -0.093
H (7.294, -18.412, 5.790)  0.091
H (6.688, -18.520, 7.287)  0.060
H (6.628, -20.054, 6.450)  0.079
H (9.236, -18.506, 6.983)  0.115
H (9.188, -20.146, 6.350)  0.128
H (10.752, -20.509, 8.139)  0.097
H (10.313, -20.548, 9.917)  0.117
H (10.581, -18.998, 9.028)  0.093
H (8.373, -18.925, 10.536)  0.127
H (7.044, -18.802, 9.507)  0.112
H (8.207, -16.528, 9.941)  0.089
H (7.909, -16.912, 8.237)  0.070
H (9.524, -17.003, 9.056)  0.074
H (6.884, -20.878, 8.684)  0.124
H (7.966, -21.380, 9.897)  0.137
H (7.780, -22.439, 7.031)  0.126
H (8.144, -23.240, 8.602)  0.137
H (9.552, -24.497, 7.034)  0.099
H (10.983, -23.585, 6.764)  0.099
H (9.589, -23.363, 5.706)  0.096
C (-2.104, -15.956, -8.923)  0.045
C (-1.596, -17.079, -8.034)  -0.376
O (-0.939, -18.024, -8.336)  0.177
N (-1.971, -16.991, -6.546)  0.109
H (-1.180, -16.582, -6.070)  0.183
H (-2.769, -16.382, -6.436)  0.167
C (-2.390, -18.386, -6.012)  0.054
H (-3.179, -15.984, -8.744)  0.105
H (-1.891, -16.255, -9.949)  0.104
H (-1.755, -14.936, -8.761)  0.108
H (-3.006, -18.204, -5.131)  0.110
H (-1.536, -19.055, -5.907)  0.107
H (-3.041, -18.770, -6.798)  0.106
C (-6.034, -14.125, 9.334)  -0.106
C (-4.970, -13.095, 8.983)  -0.245
C (-4.571, -13.226, 7.471)  -0.173
C (-3.467, -12.205, 7.096)  -0.087
N (-2.936, -12.234, 5.645)  -0.186
C (-3.992, -11.563, 4.649)  -0.048
C (-4.003, -12.484, 3.399)  -0.140
C (-2.757, -13.358, 3.493)  -0.145
C (-2.645, -13.614, 5.018)  -0.072
C (-1.645, -11.377, 5.441)  -0.114
C (-0.407, -11.840, 6.235)  -0.219
C (0.799, -10.931, 5.953)  -0.089
H (-5.994, -14.247, 10.417)  0.077
H (-6.029, -15.120, 8.890)  0.079
H (-7.006, -13.675, 9.133)  0.080
H (-4.109, -13.121, 9.651)  0.110
H (-5.389, -12.099, 9.126)  0.109
H (-5.412, -13.269, 6.779)  0.119
H (-4.170, -14.240, 7.454)  0.106
H (-2.559, -12.426, 7.657)  0.117
H (-3.704, -11.143, 7.161)  0.138
H (-3.638, -10.571, 4.370)  0.123
H (-4.918, -11.501, 5.220)  0.122
H (-4.003, -11.774, 2.572)  0.125
H (-4.908, -13.087, 3.470)  0.123
H (-1.948, -12.839, 2.979)  0.117
H (-2.956, -14.296, 2.974)  0.126
H (-1.678, -14.084, 5.202)  0.125
H (-3.488, -14.229, 5.333)  0.122
H (-1.913, -10.386, 5.808)  0.132
H (-1.446, -11.287, 4.373)  0.131
H (-0.155, -12.852, 5.918)  0.100
H (-0.599, -11.841, 7.308)  0.104
H (0.584, -9.863, 5.958)  0.080
H (1.246, -11.214, 5.000)  0.083
H (1.564, -10.936, 6.730)  0.078
C (13.409, -19.778, -1.066)  -0.093
C (13.871, -21.246, -1.401)  -0.204
C (15.365, -21.599, -1.042)  -0.180
C (16.336, -20.745, -1.822)  -0.101
N (17.890, -21.069, -1.676)  -0.175
C (18.649, -19.994, -2.354)  -0.120
C (18.773, -18.754, -1.435)  -0.126
C (18.450, -19.342, -0.089)  -0.191
C (18.385, -20.821, -0.209)  -0.063
C (18.262, -22.517, -2.217)  -0.057
C (17.864, -22.851, -3.675)  -0.252
C (18.433, -24.125, -4.211)  -0.092
H (12.376, -19.608, -1.369)  0.078
H (14.004, -19.092, -1.669)  0.056
H (13.626, -19.499, -0.035)  0.072
H (13.806, -21.291, -2.488)  0.099
H (13.072, -21.916, -1.083)  0.107
H (15.600, -22.605, -1.388)  0.098
H (15.511, -21.707, 0.033)  0.114
H (16.040, -19.741, -1.519)  0.118
H (16.121, -20.708, -2.890)  0.133
H (19.580, -20.494, -2.624)  0.137
H (18.128, -19.759, -3.283)  0.132
H (19.814, -18.440, -1.354)  0.120
H (18.281, -17.806, -1.653)  0.126
H (19.236, -19.059, 0.611)  0.130
H (17.568, -18.811, 0.269)  0.122
H (19.346, -21.336, -0.194)  0.144
H (17.638, -21.155, 0.512)  0.128
H (17.649, -23.097, -1.526)  0.127
H (19.347, -22.602, -2.285)  0.133
H (18.093, -22.024, -4.347)  0.112
H (16.778, -22.830, -3.769)  0.106
H (17.940, -25.016, -3.822)  0.088
H (19.509, -24.245, -4.082)  0.085
H (18.357, -24.146, -5.298)  0.089
C (5.812, -16.220, -9.521)  -0.095
C (5.974, -15.513, -10.883)  -0.248
C (6.285, -14.045, -10.705)  -0.213
C (6.105, -13.208, -11.933)  -0.113
N (6.501, -11.737, -11.762)  -0.202
C (6.637, -11.127, -13.129)  -0.079
C (7.472, -9.833, -12.946)  -0.154
C (8.421, -10.143, -11.842)  -0.155
C (7.954, -11.488, -11.230)  -0.067
C (5.569, -10.920, -10.883)  -0.096
C (4.061, -11.011, -11.237)  -0.209
C (3.231, -9.763, -10.877)  -0.077
H (5.346, -17.205, -9.531)  0.076
H (5.308, -15.611, -8.770)  0.077
H (6.822, -16.402, -9.153)  0.073
H (5.020, -15.688, -11.382)  0.111
H (6.776, -15.995, -11.443)  0.116
H (7.260, -14.010, -10.219)  0.124
H (5.648, -13.662, -9.907)  0.115
H (5.106, -13.345, -12.346)  0.139
H (6.640, -13.607, -12.795)  0.133
H (5.614, -10.839, -13.369)  0.133
H (7.169, -11.859, -13.736)  0.141
H (6.849, -8.980, -12.677)  0.115
H (7.959, -9.524, -13.871)  0.129
H (8.415, -9.298, -11.155)  0.122
H (9.456, -10.262, -12.163)  0.125
H (8.160, -11.560, -10.162)  0.135
H (8.564, -12.314, -11.594)  0.131
H (5.948, -9.898, -10.914)  0.127
H (5.820, -11.291, -9.889)  0.136
H (3.764, -11.884, -10.655)  0.106
H (3.788, -11.322, -12.245)  0.106
H (2.158, -9.944, -10.815)  0.084
H (3.379, -8.924, -11.558)  0.078
H (3.600, -9.343, -9.941)  0.079
N (-6.409, -13.887, -5.547)  -0.296
S (-7.867, -14.225, -5.217)  0.421
O (-8.866, -14.121, -6.228)  -0.278
O (-8.211, -14.121, -3.787)  -0.318
F (-7.567, -15.826, -5.374)  -0.271
S (-6.779, -12.273, -6.009)  0.559
O (-7.102, -11.452, -4.822)  -0.311
O (-7.410, -12.078, -7.260)  -0.268
F (-5.247, -11.813, -6.261)  -0.237
N (2.313, -14.635, -3.424)  -0.263
S (3.383, -15.131, -2.475)  0.303
O (3.137, -14.996, -1.082)  -0.290
O (4.743, -15.255, -2.796)  -0.270
F (2.880, -16.597, -2.741)  -0.223
S (2.832, -13.004, -3.303)  0.589
O (4.073, -12.762, -4.037)  -0.313
O (2.537, -12.231, -2.120)  -0.282
F (1.703, -12.425, -4.359)  -0.251

Properties
Multiplicity = 1
HOMO = -0.3865 Ha
Total charge = +3
Orbital gap = 0.23490 Eh
Calculated total energy = -4863.19094 a.u.
E_LUMO = -0.1516 Ha

***

# 3
A single C4H9NO2 molecule in a non-equilibrium geometry. Source: the OMol25 dataset; level of theory: ωB97M-V with the def2-TZVPD basis set.

Each line ends with the Löwdin charge.
Positions of all 16 atoms, in Å:
C (-0.863, 1.057, 1.475)  -0.100
C (0.161, 0.123, 1.134)  -0.290
C (-0.536, -1.394, 0.694)  -0.213
O (-1.444, -1.264, -0.358)  -0.153
N (1.203, 0.796, 0.152)  0.100
C (1.240, 0.581, -1.247)  -0.303
O (0.475, 0.141, -2.094)  -0.004
H (-1.277, 1.086, 0.540)  0.058
H (-1.513, 0.529, 2.070)  0.046
H (-0.874, 2.139, 1.892)  0.137
H (0.983, -0.245, 1.906)  0.158
H (0.146, -2.348, 0.428)  0.151
H (-1.367, -1.438, 1.619)  0.155
H (-0.808, -0.721, -1.013)  0.101
H (1.855, 1.159, 0.608)  0.003
H (2.164, 1.050, -1.835)  0.154

Properties
Multiplicity = 1
HOMO = -0.3679 Ha
SMILES string = C[C@@H](CO)NC=O
Orbital gap = 0.39562 Eh
Calculated total energy = -362.90984 a.u.
E_LUMO = 0.0277 Ha
Relative energy (zero: lowest compared OMol25 entry of this formula, charge and spin) = 110.3 kcal/mol